{"formula": "C56H125N7O8", "method": "ωB97M-V/def2-TZVPD", "symbols": ["C", "C", "C", "C", "C", "C", "C", "C", "C", "N", "O", "H", "H", "H", "H", "H", "H", "H", "H", "H", "H", "H", "H", "H", "H", "H", "H", "H", "H", "H", "C", "C", "C", "C", "C", "C", "C", "C", "C", "N", "O", "H", "H", "H", "H", "H", "H", "H", "H", "H", "H", "H", "H", "H", "H", "H", "H", "H", "H", "H", "C", "C", "C", "C", "C", "C", "C", "C", "C", "N", "O", "H", "H", "H", "H", "H", "H", "H", "H", "H", "H", "H", "H", "H", "H", "H", "H", "H", "H", "H", "C", "C", "C", "C", "C", "C", "C", "C", "C", "N", "O", "H", "H", "H", "H", "H", "H", "H", "H", "H", "H", "H", "H", "H", "H", "H", "H", "H", "H", "H", "C", "C", "C", "C", "C", "C", "C", "C", "C", "N", "O", "H", "H", "H", "H", "H", "H", "H", "H", "H", "H", "H", "H", "H", "H", "H", "H", "H", "H", "H", "C", "O", "C", "C", "C", "N", "H", "H", "H", "H", "H", "H", "H", "H", "H", "H", "H", "C", "O", "C", "C", "C", "N", "H", "H", "H", "H", "H", "H", "H", "H", "H", "H", "H", "C", "C", "C", "O", "H", "H", "H", "H", "H", "H", "H", "H"], "positions_angstrom": [[8.380, 11.109, 20.371], [9.719, 11.675, 19.770], [9.400, 13.134, 19.226], [10.856, 11.815, 20.880], [11.545, 10.483, 21.372], [12.110, 9.876, 20.092], [11.047, 9.634, 18.957], [11.914, 9.396, 17.727], [10.146, 8.364, 19.389], [10.282, 10.857, 18.711], [9.317, 10.695, 17.618], [7.625, 10.986, 19.595], [8.517, 10.113, 20.793], [8.023, 11.758, 21.171], [8.731, 13.102, 18.366], [8.947, 13.805, 19.956], [10.240, 13.715, 18.844], [11.563, 12.576, 20.548], [10.332, 12.209, 21.751], [12.351, 10.675, 22.080], [10.842, 9.879, 21.945], [12.598, 8.916, 20.264], [12.914, 10.475, 19.664], [12.741, 8.725, 17.958], [12.422, 10.313, 17.430], [11.499, 8.929, 16.834], [9.658, 8.458, 20.359], [10.674, 7.413, 19.464], [9.348, 8.145, 18.679], [9.662, 11.359, 17.017], [11.198, 20.799, 22.205], [11.093, 19.447, 21.495], [12.393, 18.614, 21.689], [10.026, 18.707, 22.221], [9.379, 17.492, 21.519], [8.944, 17.861, 20.119], [10.106, 18.512, 19.303], [11.077, 17.354, 18.886], [9.447, 19.066, 18.073], [10.681, 19.670, 20.099], [11.522, 20.564, 19.375], [11.977, 21.406, 21.743], [10.359, 21.439, 21.933], [11.288, 20.685, 23.285], [12.954, 18.830, 22.599], [12.289, 17.544, 21.507], [13.125, 19.032, 20.998], [10.424, 18.326, 23.162], [9.280, 19.444, 22.521], [10.043, 16.628, 21.556], [8.542, 17.189, 22.149], [8.122, 18.577, 20.110], [8.527, 16.973, 19.643], [10.672, 16.707, 18.108], [11.317, 16.718, 19.738], [12.117, 17.534, 18.611], [8.613, 19.757, 18.190], [9.127, 18.271, 17.399], [10.242, 19.590, 17.543], [12.296, 20.032, 19.176], [9.376, 21.496, 12.165], [9.573, 20.436, 13.271], [10.158, 21.204, 14.514], [8.104, 20.054, 13.687], [8.009, 18.731, 14.480], [8.657, 17.661, 13.628], [10.171, 17.961, 13.368], [10.978, 17.865, 14.708], [10.719, 16.837, 12.483], [10.326, 19.274, 12.708], [11.687, 19.582, 12.520], [8.632, 22.240, 12.449], [8.968, 21.117, 11.228], [10.323, 21.982, 11.931], [9.698, 22.175, 14.695], [11.234, 21.370, 14.471], [9.908, 20.786, 15.490], [7.547, 20.810, 14.240], [7.424, 19.910, 12.847], [6.975, 18.424, 14.635], [8.388, 18.903, 15.487], [8.119, 17.637, 12.680], [8.699, 16.668, 14.075], [12.014, 17.990, 14.393], [10.729, 18.570, 15.502], [10.816, 16.892, 15.170], [10.173, 16.846, 11.540], [11.752, 17.004, 12.181], [10.612, 15.879, 12.992], [12.016, 19.634, 13.420], [14.532, 17.589, 10.886], [14.379, 16.103, 10.488], [15.737, 15.738, 9.919], [14.211, 15.294, 11.845], [13.885, 13.852, 11.759], [12.589, 13.810, 10.969], [12.578, 14.472, 9.561], [13.309, 13.514, 8.568], [11.094, 14.514, 9.104], [13.185, 15.797, 9.662], [13.115, 16.552, 8.535], [13.604, 17.917, 11.354], [15.186, 17.737, 11.745], [14.745, 18.268, 10.060], [15.831, 16.194, 8.933], [16.641, 16.017, 10.460], [15.807, 14.677, 9.681], [15.163, 15.308, 12.375], [13.575, 15.767, 12.594], [14.648, 13.258, 11.256], [13.690, 13.395, 12.730], [11.827, 14.339, 11.541], [12.373, 12.744, 10.898], [13.619, 14.179, 7.762], [12.776, 12.649, 8.172], [14.157, 13.029, 9.051], [10.687, 13.557, 8.778], [10.959, 15.238, 8.300], [10.526, 14.894, 9.953], [12.580, 17.286, 8.844], [16.635, 12.781, 20.133], [17.413, 11.791, 19.151], [16.845, 11.982, 17.795], [18.823, 12.285, 19.154], [19.830, 11.391, 18.340], [19.839, 9.894, 18.827], [18.370, 9.322, 19.110], [17.860, 8.711, 17.750], [18.472, 8.249, 20.160], [17.407, 10.396, 19.577], [16.167, 9.930, 19.941], [17.121, 12.747, 21.109], [16.779, 13.814, 19.816], [15.598, 12.521, 20.346], [16.564, 13.034, 17.755], [17.482, 11.622, 16.987], [15.883, 11.480, 17.692], [18.833, 13.308, 18.780], [19.140, 12.312, 20.197], [19.658, 11.410, 17.264], [20.852, 11.755, 18.444], [20.458, 9.803, 19.720], [20.376, 9.302, 18.087], [16.816, 8.399, 17.774], [18.425, 7.834, 17.435], [17.976, 9.527, 17.036], [18.912, 8.692, 21.053], [19.113, 7.413, 19.876], [17.501, 7.824, 20.414], [16.077, 10.027, 20.892], [7.860, 14.101, 11.874], [7.765, 12.856, 12.513], [9.073, 12.357, 12.801], [9.062, 11.017, 13.609], [10.451, 10.501, 13.816], [8.330, 10.019, 12.859], [6.951, 14.512, 11.434], [8.650, 14.165, 11.126], [8.199, 14.902, 12.532], [9.568, 12.222, 11.840], [9.682, 13.085, 13.336], [8.730, 11.236, 14.624], [10.799, 10.313, 12.800], [10.436, 9.527, 14.306], [11.147, 11.122, 14.381], [7.347, 9.997, 13.091], [8.586, 9.092, 13.168], [14.979, 20.368, 14.280], [13.635, 20.055, 14.768], [13.451, 20.091, 16.199], [14.219, 19.084, 17.070], [14.027, 17.646, 16.596], [13.887, 19.324, 18.473], [15.644, 19.580, 14.634], [15.353, 21.343, 14.591], [15.115, 20.260, 13.204], [13.595, 21.101, 16.582], [12.384, 19.895, 16.301], [15.257, 19.327, 16.839], [12.978, 17.459, 16.368], [14.385, 16.961, 17.365], [14.607, 17.472, 15.689], [14.216, 20.215, 18.815], [14.424, 18.747, 19.104], [12.607, 14.664, 15.825], [12.732, 13.411, 16.726], [12.971, 13.810, 18.179], [11.443, 12.727, 16.789], [12.431, 14.314, 14.808], [13.550, 15.208, 15.874], [11.740, 15.215, 16.189], [13.431, 12.651, 16.379], [13.951, 14.283, 18.238], [12.996, 12.902, 18.782], [12.264, 14.563, 18.526], [11.522, 11.944, 17.338]], "atomic_forces_ev_per_a": [[0.88, -0.14, -0.22], [-0.09, 0.71, 1.07], [0.22, -0.40, -0.22], [-1.19, -0.66, 0.73], [-0.20, 1.36, -1.47], [-0.69, -0.72, -0.10], [-0.42, -1.27, 1.05], [0.61, -0.90, -0.54], [0.25, 0.47, -0.61], [-0.02, 0.51, -0.90], [0.88, -0.31, 1.25], [0.02, 0.30, -0.03], [0.16, 0.06, 0.11], [-0.09, 0.09, -0.13], [-0.26, -0.28, 0.14], [-0.22, -0.45, 0.40], [0.46, -0.55, 0.15], [0.21, -0.25, -0.03], [0.00, 0.43, 0.02], [0.09, 0.36, -0.07], [-0.18, -0.28, -0.47], [-0.16, -0.23, 0.06], [-0.07, 0.51, 0.19], [0.04, -0.17, 0.38], [-0.15, 0.12, -0.03], [-0.70, 0.31, 0.12], [0.18, 0.46, 0.01], [0.66, 0.21, -0.15], [-0.02, 0.42, -0.23], [-0.15, 0.18, -0.50], [0.38, 0.67, -1.16], [0.92, -0.28, 0.10], [0.91, 1.29, -0.95], [-1.49, -1.05, 0.60], [-0.01, 0.89, 0.71], [0.50, 0.20, 0.30], [-0.12, -0.43, 0.47], [0.75, -0.26, 0.75], [0.87, 0.47, -1.36], [-1.34, -0.77, 0.10], [-0.87, -0.69, 0.67], [0.70, -0.24, 0.49], [-0.60, -0.43, 0.34], [0.16, 0.11, -0.13], [-0.71, -0.30, 0.63], [-0.06, 0.13, 0.13], [0.10, -0.32, -0.63], [0.26, 0.19, 0.14], [-0.50, -0.18, -0.22], [0.25, 0.03, -0.32], [-0.26, -0.02, -0.13], [0.01, 0.18, 0.40], [0.35, -0.05, -0.51], [-0.33, 0.11, 0.00], [-0.67, -0.28, 0.31], [-0.24, 1.11, -0.50], [0.11, -0.02, 0.53], [-0.08, -0.20, 0.21], [-0.15, 0.29, -0.34], [0.70, -0.36, -0.50], [0.36, 0.00, -0.35], [-1.61, 1.23, 0.46], [0.13, -0.36, 0.29], [-0.46, -1.51, 0.12], [-0.26, 0.47, -0.21], [1.73, 0.44, 0.32], [-0.27, -0.07, 1.01], [-0.46, 0.08, -0.61], [-0.10, 0.81, -0.59], [-1.38, -0.15, 0.06], [-0.47, 0.08, 0.00], [0.25, 0.17, 0.47], [0.22, -0.61, 0.05], [-0.02, 0.14, 0.01], [-0.10, 0.27, -0.93], [0.07, -0.08, -0.10], [0.26, -0.90, -0.07], [0.77, 0.56, 0.21], [0.46, -0.02, -0.70], [-0.27, 0.31, -0.05], [0.50, -0.44, -0.06], [0.05, -0.22, -0.13], [-0.53, -0.07, 0.09], [0.20, -0.23, 0.54], [-0.09, 0.36, -0.33], [0.22, -0.19, -0.25], [-0.25, -0.27, -0.03], [0.07, -0.05, 0.34], [0.03, -0.05, -0.08], [0.88, 0.33, 0.36], [-1.86, -0.01, 0.44], [0.42, -0.85, 2.17], [0.13, -0.98, -1.95], [1.80, 1.00, 0.78], [-1.16, -0.01, -1.29], [-0.13, -0.36, -0.24], [0.03, -2.31, -0.08], [0.64, 0.65, 0.24], [0.41, 1.26, 0.49], [0.25, -0.54, 2.70], [0.04, 0.83, -1.48], [-0.51, 0.22, -0.34], [0.74, -0.34, -0.45], [0.27, -0.17, 0.04], [0.02, 0.29, -0.13], [-0.43, 0.18, 0.49], [0.03, -0.25, 0.26], [0.56, 0.59, -0.21], [-0.62, 0.29, -0.45], [0.20, 0.06, 0.01], [0.21, 0.11, 0.15], [-0.17, -0.25, 0.27], [-0.82, 0.03, -0.42], [0.32, -0.47, -0.34], [-0.68, 0.41, 0.02], [0.46, 0.43, -0.06], [0.30, -0.04, 0.20], [0.08, -0.10, -0.16], [-0.33, -0.03, -0.05], [-0.19, 0.37, -0.47], [0.93, -1.37, 0.47], [-0.67, 0.19, 0.67], [-1.55, 0.27, -0.87], [1.82, -0.66, -0.35], [-0.35, -0.65, 0.79], [-1.26, 1.22, 0.26], [-0.11, 0.19, -1.65], [0.13, 0.65, 0.63], [-0.08, -0.10, 0.75], [2.54, 0.23, 1.33], [-1.22, -0.63, -0.77], [0.18, -0.18, 0.17], [-0.35, -0.12, -0.34], [-0.12, 0.13, -0.59], [0.40, 0.19, -0.87], [0.01, 0.41, -0.01], [-0.07, -0.33, 0.09], [0.09, 0.04, -0.09], [0.30, 0.02, 0.06], [-0.39, 0.13, -0.01], [-0.03, 0.25, 0.17], [-0.25, 0.19, 0.32], [-0.42, -0.25, -0.15], [-0.09, 0.23, 0.24], [0.29, 0.14, 0.04], [-0.11, -0.34, -0.41], [-0.08, -0.06, 0.22], [0.08, 0.13, -0.33], [-0.05, 0.08, -0.03], [0.31, 0.04, 0.23], [0.72, 1.20, 0.04], [0.10, -0.06, 0.26], [-0.08, -0.67, 0.10], [-0.14, 1.51, -0.03], [0.77, -0.48, -0.88], [-0.66, -0.68, 0.25], [-0.35, -0.85, 0.07], [-0.01, -0.65, -0.56], [-0.06, 0.00, 0.79], [0.23, -0.40, -0.18], [-0.10, 0.34, 0.37], [-0.93, 0.05, 0.07], [0.72, -0.02, -0.01], [-0.18, -0.03, 0.17], [-0.21, 0.31, -0.16], [-0.35, 0.71, -0.23], [0.57, -0.20, -0.01], [-0.24, -1.11, 0.81], [1.24, 0.22, -0.16], [-0.88, -0.05, -0.37], [0.91, 0.55, -1.43], [-0.33, 0.47, 0.41], [0.17, -0.07, 0.42], [0.29, 0.13, 0.44], [-0.26, 0.08, 0.16], [-1.05, 0.28, -0.12], [0.31, 0.24, -0.03], [-0.11, -0.04, 0.12], [0.51, -0.03, 0.46], [0.09, -0.19, 0.17], [-0.07, -0.18, -0.01], [-0.04, 0.04, -0.03], [-0.01, 0.76, -0.62], [-0.04, -0.91, -0.22], [0.10, -1.98, 0.38], [-1.76, 0.10, 1.03], [1.39, 0.16, -0.67], [-0.01, 0.79, -1.51], [-0.08, 0.30, -0.16], [-0.28, 0.18, -0.06], [0.23, 0.26, -0.09], [0.52, 0.39, -0.14], [0.30, 0.00, 0.25], [-0.17, 0.21, 0.30], [-0.27, -0.33, -0.01], [0.08, -0.12, 0.57]], "homo_lumo_gap_ha": 0.29892, "spin_multiplicity": 1, "homo_energy_ev": -8.0, "smiles": "CC1(C)CCCC(C)(C)N1O.CC1(C)CCCC(C)(C)N1O.CC1(C)CCCC(C)(C)N1O.CC1(C)CCCC(C)(C)N1O.CC1(C)CCCC(C)(C)N1O.COC[C@H](C)N.COC[C@H](C)N.CC(C)O"}